--- i ---
DFT (ωB97M-V/def2-TZVPD) results for a 2-piece molecular cluster, C3H7O2S overall.

Computed properties:
HOMO-LUMO gap in eV: 7.6
Molecular weight in g mol⁻¹: 107.15

```
! RIJCOSX wB97M-V def2-TZVPD def2/J DEFGRID3
* xyz -1 1
S -1.97092 -0.86460 0.23237
O 2.94121 1.67998 0.99842
O 1.63240 0.14668 -0.03409
C -0.53606 -1.92666 0.00305
C 2.02340 1.30032 0.24963
C -1.31346 0.75836 -0.20602
H -0.38994 0.61004 -0.76843
H -0.83325 -2.91653 0.31263
H -2.09962 1.26954 -0.74869
H -1.02562 1.34800 0.65974
H 0.28332 -1.59971 0.61193
H -0.17391 -1.92142 -1.02168
H 1.46247 2.11601 -0.28885
*
```

=====

--- ii ---
DFT (ωB97M-V/def2-TZVPD) results for a 2-piece molecular cluster, C3H7O2S overall.

Computed properties:
HOMO-LUMO gap in eV: 6.8
Molecular weight in g mol⁻¹: 107.15

```
! RIJCOSX wB97M-V def2-TZVPD def2/J DEFGRID3
* xyz -1 1
S 0.38848 1.09275 1.10893
O 1.75652 -1.68457 -1.92131
O -0.58955 -0.41276 3.45339
C 0.24218 0.23084 -1.51696
C -0.57278 0.73997 -0.32116
C 0.82814 -1.13878 -1.30236
H 0.16854 -1.99214 -0.84850
H 1.03435 0.91612 -1.73800
H -0.36904 0.07472 -2.44397
H -0.81166 1.84722 -0.38054
H 0.34081 -0.11663 3.19277
H -1.41128 0.20745 -0.17960
H -1.00472 0.23579 2.89731
*
```

=====

Which structure is the most stable? The one labeled i.

=====

--- i ---
DFT (ωB97M-V/def2-TZVPD) results for C7H6OSi as an isolated structure.

Computed properties:
HOMO-LUMO gap in eV: 7.9
Molecular weight in g mol⁻¹: 134.21

```
! RIJCOSX wB97M-V def2-TZVPD def2/J DEFGRID3
* xyz 0 1
Si -0.62936 0.13991 -0.52817
O 0.77520 0.55128 1.27027
C -0.02905 1.17538 -2.00416
C 0.23392 1.73086 -3.02785
C -2.94797 1.27945 1.08408
C -0.31997 -2.87363 -0.37081
C -2.07355 0.82070 0.41314
C 1.89956 -0.17187 1.49684
C -0.45358 -1.67305 -0.49274
H 2.10281 -0.25716 2.63628
H 1.82740 -1.19905 1.19166
H 0.05736 -3.76975 -0.07916
H 2.69259 0.26779 0.74255
H 0.61668 2.23679 -3.99273
H -3.75204 1.74236 1.66079
*
```

=====

--- ii ---
DFT (ωB97M-V/def2-TZVPD) results for one molecule with the formula C7H6OSi.

Computed properties:
HOMO-LUMO gap in eV: 10.6
Structure (SMILES): C#C[Si](C#C)(C#C)OC
Molecular weight in g mol⁻¹: 134.21

```
! RIJCOSX wB97M-V def2-TZVPD def2/J DEFGRID3
* xyz 0 1
Si 1.01849 -0.00116 -0.13908
O -0.22048 0.62096 1.05801
C 0.38310 -2.95979 -0.58295
C 0.28600 1.34148 -2.81122
C -1.62852 0.52772 1.02779
C 0.70482 -1.81882 -0.39755
C 0.57919 0.83760 -1.75582
C 2.69618 0.42126 0.58541
C 3.78011 0.70363 1.02404
H 4.77746 1.09751 1.25754
H -2.11842 0.59076 0.10103
H -1.86120 1.51635 1.60293
H -0.10842 1.61741 -3.79268
H -1.88617 -0.36521 1.53496
H 0.28773 -4.10470 -0.61101
*
```

=====

Which structure is the most stable? The one labeled ii.

=====

--- i ---
DFT (ωB97M-V/def2-TZVPD) results for an isolated ion of composition C3H8NO2 and charge +1.

Computed properties:
HOMO-LUMO gap in eV: 12.0
Structure (SMILES): C[NH2+]CC(=O)O
Molecular weight in g mol⁻¹: 90.10

```
! RIJCOSX wB97M-V def2-TZVPD def2/J DEFGRID3
* xyz 1 1
O 1.37034 1.29084 -1.14656
O -0.77658 0.91603 -0.77562
N -0.44505 -1.36691 0.51249
C 0.37526 0.60667 -0.62478
C 0.78600 -0.60116 0.15983
C -1.18324 -0.73136 1.66938
H -0.21452 -2.31191 0.77293
H 0.97990 2.09796 -1.56562
H -0.56049 -0.55965 2.54425
H 1.27742 -1.23771 -0.58626
H 1.44618 -0.41261 0.99401
H -1.16638 -1.37901 -0.22359
H -1.58310 0.21322 1.33592
H -1.99084 -1.38339 1.99964
*
```

=====

--- ii ---
DFT (ωB97M-V/def2-TZVPD) results for a 2-piece molecular cluster, C3H8NO2 overall.

Computed properties:
HOMO-LUMO gap in eV: 8.1
Molecular weight in g mol⁻¹: 90.10

```
! RIJCOSX wB97M-V def2-TZVPD def2/J DEFGRID3
* xyz 1 1
O -0.87136 0.93669 1.04665
O -1.04112 -1.69617 -0.23150
N 2.00935 -0.09099 0.68163
C 1.04936 0.21588 -0.39171
C -0.20196 0.79060 -0.07636
C -1.54142 1.19167 -0.16145
H 2.76741 -0.56206 0.39433
H 0.85550 -0.76474 -0.74668
H -1.21221 -1.92893 0.75057
H -1.65180 -2.19222 -0.67509
H -1.82176 2.25573 -0.25034
H 1.68333 0.74672 -1.19135
H 2.30990 0.60429 1.36808
H -2.33323 0.49354 -0.51679
*
```

=====

Which structure is the most stable? The one labeled i.

=====

--- i ---
DFT (ωB97M-V/def2-TZVPD) results for one molecule with the formula C4H9O2P.

Computed properties:
HOMO-LUMO gap (alpha / beta) in eV: 7.6 / 7.6
Molecular weight in g mol⁻¹: 120.09

```
! RIJCOSX wB97M-V def2-TZVPD def2/J DEFGRID3
* xyz 0 1
P 0.85244 1.74207 0.51660
O -0.25124 2.61777 0.04771
O 1.82123 2.91231 1.46563
C -0.63327 -0.18718 -0.88094
C -1.74213 -1.21354 -0.60431
C 0.07757 -0.12279 0.45397
C 1.17874 -1.09415 0.50545
H 1.51117 3.71095 1.21294
H -1.24811 -1.96547 -0.14300
H -1.11388 0.68149 -1.08936
H 0.94421 -2.18415 0.92861
H -2.43021 -0.66045 -0.04871
H -0.18997 -0.62074 -1.71423
H 1.81971 -0.75344 1.22517
H -2.27815 -1.47776 -1.48732
H 1.68189 -1.38491 -0.38820
*
```

=====

--- ii ---
DFT (ωB97M-V/def2-TZVPD) results for one molecule with the formula C4H9O2P.

Computed properties:
HOMO-LUMO gap in eV: 7.7
Molecular weight in g mol⁻¹: 120.09

```
! RIJCOSX wB97M-V def2-TZVPD def2/J DEFGRID3
* xyz 0 1
P -0.77566 -0.54665 1.47745
O -0.49605 0.25018 2.69016
O -1.63883 -1.85483 2.02288
C 0.11504 1.71738 -0.95374
C 0.05821 -1.41680 -1.01940
C 0.41601 -0.49082 0.05635
C 0.90236 0.87761 -0.03710
H -1.62256 -1.75587 2.98949
H 1.19861 1.30989 0.89062
H -0.31780 -2.29343 -0.76146
H 0.64443 2.68903 -1.01948
H 1.79541 0.83078 -0.65298
H 0.09815 1.22933 -1.88829
H -0.58516 -0.79453 -1.84234
H -0.82090 2.03953 -0.50812
H 1.02875 -1.79078 -1.44405
*
```

=====

Which structure is the most stable? The one labeled ii.